The following is a quantum chemistry calculation of a cluster of 2 separate species, C3F4O2 in total, from OMol25.

Structure (XYZ):
```
9
Properties=species:S:1:pos:R:3:lowdin_charge:R:1
F -1.840 -0.297 -0.699 0.100
F 2.228 -1.648 0.962 0.184
F -1.239 0.532 -2.669 0.103
F 0.719 -1.905 2.406 0.195
O 0.140 2.448 -0.271 0.204
O 0.534 -0.229 0.966 0.226
C 1.088 -1.153 1.398 -0.556
C -1.234 0.712 -1.341 -0.350
C -0.396 1.539 -0.751 -0.106
```

Calculated values
Total charge: 0
LUMO level in eV: -0.013
Electronic energy in hartree: -664.18896
Kohn-Sham gap in Eh: 0.334
SMILES: O=C=C(F)F.O=C(F)F

=====

The following is a quantum chemistry calculation of a cluster of 12 separate species, C27H78O12 in total, from OMol25.

Structure (XYZ):
```
117
Properties=species:S:1:pos:R:3:lowdin_charge:R:1
O 14.144 -19.876 -0.217 -0.104
O 11.234 -15.581 -6.412 -0.107
O 17.175 -13.182 -8.024 -0.071
O 8.637 -16.027 -5.516 -0.114
O 12.173 -17.314 -4.571 -0.086
O 12.071 -19.876 -5.248 -0.143
O 14.714 -12.336 -6.674 -0.115
O 16.507 -14.904 -2.882 -0.108
O 13.630 -20.457 -2.692 -0.091
O 15.216 -10.711 -2.342 -0.116
O 17.752 -19.744 -7.175 -0.091
O 16.243 -18.839 -9.617 -0.077
C 10.107 -20.320 -3.920 -0.066
C 14.781 -18.690 -0.657 -0.356
C 13.213 -15.894 -2.871 -0.025
C 14.813 -20.990 -3.336 -0.440
C 11.768 -15.740 -7.728 -0.475
C 10.678 -20.138 -5.361 -0.298
C 17.054 -14.506 -7.571 -0.334
C 15.597 -19.984 -4.178 -0.029
C 15.172 -17.842 0.498 -0.089
C 14.454 -16.744 -4.917 -0.046
C 8.862 -16.277 -4.070 -0.245
C 17.990 -18.511 -6.507 -0.330
C 11.262 -17.038 -8.382 -0.028
C 15.036 -12.124 -0.498 -0.086
C 15.727 -10.865 -1.014 -0.317
C 17.542 -15.843 -2.528 -0.281
C 11.421 -14.482 -8.478 -0.043
C 15.849 -15.220 -8.166 -0.080
C 18.958 -17.644 -7.247 -0.082
C 14.749 -20.132 -8.236 -0.061
C 9.214 -14.958 -3.392 -0.079
C 14.898 -12.822 -5.338 -0.288
C 14.881 -19.003 -9.239 -0.305
C 15.589 -21.645 -2.226 -0.060
C 13.402 -17.004 -3.919 -0.458
C 18.805 -15.535 -3.349 -0.077
C 13.563 -12.554 -4.605 -0.067
H 13.864 -20.272 -1.101 0.041
H 14.931 -21.085 -8.706 0.084
H 18.625 -15.542 -4.422 0.056
H 15.662 -18.973 -1.271 0.094
H 9.054 -20.602 -3.885 0.064
H 19.582 -16.265 -3.131 0.075
H 11.750 -17.864 -7.833 0.080
H 9.660 -14.259 -4.089 0.065
H 19.032 -16.703 -6.697 0.059
H 15.745 -16.970 0.157 0.064
H 15.354 -13.014 -1.064 0.065
H 17.060 -17.970 -6.328 0.094
H 16.959 -14.547 -6.442 0.107
H 10.438 -20.999 -5.951 0.096
H 14.277 -15.750 -5.290 0.065
H 7.870 -16.492 -5.828 0.077
H 11.988 -16.620 -5.243 0.062
H 10.231 -15.647 -6.372 0.091
H 13.337 -11.483 -4.472 0.079
H 17.975 -15.016 -7.828 0.089
H 18.582 -17.508 -8.264 0.077
H 13.736 -20.142 -7.843 0.072
H 14.424 -21.795 -3.988 0.146
H 9.880 -15.010 -2.489 0.090
H 10.317 -19.406 -3.340 0.070
H 10.666 -21.179 -3.500 0.078
H 16.004 -15.317 -9.242 0.075
H 8.247 -14.488 -3.199 0.069
H 10.197 -17.078 -8.346 0.072
H 16.273 -18.047 -10.159 0.088
H 14.506 -18.073 -8.798 0.089
H 16.968 -14.102 -3.067 0.050
H 15.842 -18.293 1.233 0.075
H 14.101 -18.133 -1.279 0.084
H 14.938 -14.630 -8.036 0.058
H 16.388 -20.539 -4.703 0.095
H 15.953 -19.203 -3.496 0.073
H 17.822 -15.751 -1.465 0.110
H 12.353 -16.080 -2.204 0.078
H 18.425 -18.816 -5.563 0.110
H 14.115 -15.799 -2.173 0.093
H 14.314 -17.513 1.098 0.082
H 15.148 -12.221 0.584 0.077
H 14.663 -11.356 -6.586 0.115
H 12.972 -14.917 -3.305 0.054
H 13.994 -12.031 -0.735 0.063
H 13.732 -12.911 -3.584 0.053
H 11.929 -14.472 -9.437 0.082
H 15.690 -9.940 -2.730 0.099
H 10.345 -14.482 -8.640 0.087
H 15.776 -12.347 -4.892 0.111
H 19.206 -14.553 -3.046 0.083
H 12.855 -15.918 -7.594 0.123
H 11.637 -17.013 -9.386 0.072
H 12.770 -13.086 -5.144 0.074
H 10.284 -19.299 -5.932 0.096
H 15.393 -19.975 -7.394 0.043
H 15.471 -16.785 -4.486 0.081
H 16.807 -11.017 -1.001 0.100
H 13.601 -17.927 -3.365 0.110
H 13.017 -20.280 -3.424 0.065
H 8.022 -16.833 -3.591 0.126
H 9.765 -16.911 -4.091 0.083
H 11.679 -13.607 -7.905 0.073
H 15.160 -13.869 -5.377 0.068
H 16.379 -12.721 -7.728 0.045
H 16.064 -20.881 -1.610 0.065
H 12.096 -18.886 -5.006 0.052
H 14.212 -19.199 -10.077 0.111
H 16.360 -22.349 -2.593 0.093
H 14.985 -19.593 -4.953 0.044
H 19.926 -18.117 -7.287 0.076
H 15.700 -16.244 -7.731 0.065
H 14.468 -17.476 -5.722 0.075
H 17.246 -19.580 -7.981 0.032
H 14.949 -22.246 -1.556 0.097
H 15.487 -9.925 -0.397 0.130
H 17.090 -16.827 -2.749 0.101
```

Calculated values
Total charge: 0
LUMO level in eV: 0.345
Electronic energy in hartree: -1978.28244
Kohn-Sham gap in Eh: 0.348
SMILES: CC(C)O.CC(C)O.CC(C)O.CCO.CCO.CCO.CCO.CCO.CCO.CCO.CCO.CCO

=====

The following is a quantum chemistry calculation of a structure of composition C33H35KN7O3PS, from OMol25.

Structure (XYZ):
```
81
Properties=species:S:1:pos:R:3:lowdin_charge:R:1
K 0.143 0.078 0.359 0.748
S 0.271 2.917 0.996 0.564
P -0.964 -1.932 -1.696 1.036
O 1.392 1.971 0.932 -0.483
O 1.262 -1.844 0.993 -0.088
O 0.165 3.799 -0.142 -0.311
N 1.309 6.181 5.838 0.089
N 0.005 -1.937 -3.129 -0.127
N 3.077 -1.091 2.154 0.072
N -1.013 1.988 1.200 -0.236
N -2.376 3.843 1.813 0.129
N -3.237 1.632 1.578 0.110
N 0.853 0.083 -2.424 0.052
C 2.204 0.501 -4.788 -0.074
C -1.416 -3.709 -1.676 -0.363
C 0.788 -0.819 -3.400 -0.388
C -4.459 -1.117 -3.748 -0.085
C -2.950 -5.451 -0.994 -0.083
C 1.460 -0.650 -4.613 -0.023
C -4.687 3.418 2.222 -0.081
C 2.797 -3.472 1.830 -0.092
C -2.047 -6.425 -1.405 -0.095
C 3.710 -0.245 1.113 -0.148
C 0.914 6.028 3.451 -0.030
C 0.672 3.270 3.666 -0.056
C 1.028 5.418 4.702 -0.322
C -3.589 4.258 2.150 -0.141
C -3.273 -1.708 -3.350 -0.101
C -2.226 2.533 1.532 -0.459
C 2.272 1.450 -3.773 -0.068
C 1.578 1.192 -2.608 -0.115
C 0.559 3.892 2.432 -0.308
C -0.511 -4.695 -2.072 -0.105
C -2.638 -4.107 -1.129 -0.096
C -2.545 -1.189 -2.277 -0.359
C 0.671 5.268 2.321 -0.055
C -4.942 0.000 -3.068 -0.084
C -3.031 -0.065 -1.613 -0.086
C 0.906 4.030 4.797 -0.033
C 3.774 -3.621 0.632 -0.171
C -0.827 -6.043 -1.943 -0.092
C -4.434 2.089 1.918 -0.159
C 4.806 -2.489 0.437 -0.185
C -4.231 0.524 -2.003 -0.071
C 2.247 -2.083 1.670 -0.484
C 4.235 -1.132 -0.033 -0.165
H -0.115 -6.796 -2.262 0.100
H -5.016 -1.527 -4.582 0.101
H -5.233 1.353 1.943 0.102
H 1.013 7.106 3.374 0.109
H -3.905 -5.742 -0.572 0.103
H 3.012 0.510 0.757 0.076
H 5.521 -2.838 -0.309 0.107
H 0.554 5.726 1.346 0.114
H -2.482 0.380 -0.789 0.067
H 2.007 -4.217 1.768 0.120
H -3.684 5.319 2.366 0.106
H -0.247 -2.513 -3.915 0.099
H 1.393 -1.403 -5.389 0.107
H 2.731 0.660 -5.721 0.106
H 4.998 -0.581 -0.585 0.111
H 4.526 0.283 1.603 0.124
H 3.329 -3.582 2.778 0.118
H -2.295 -7.475 -1.306 0.100
H 3.778 -1.479 2.765 0.113
H 3.167 -3.687 -0.276 0.114
H 3.420 -1.322 -0.740 0.106
H 5.385 -2.351 1.359 0.113
H -5.672 3.772 2.490 0.089
H 2.836 2.365 -3.890 0.103
H -5.874 0.459 -3.375 0.102
H 0.453 -4.407 -2.476 0.093
H 0.577 2.192 3.738 0.118
H 1.063 7.154 5.775 0.084
H -4.594 1.397 -1.472 0.104
H 4.300 -4.571 0.733 0.109
H -2.915 -2.592 -3.870 0.105
H -3.356 -3.357 -0.814 0.108
H 1.586 1.900 -1.782 0.100
H 1.002 3.551 5.765 0.108
H 1.036 5.769 6.714 0.083
```

Calculated values
Total charge: 0
LUMO level in eV: 0.325
Electronic energy in hartree: -3227.08910
Kohn-Sham gap in Eh: 0.290

=====

The lowest Kohn-Sham gap belongs to which entry? C33H35KN7O3PS

=====

electronic energy of number 1 (C3F4O2)? -664.18896 hartree

=====

Which value of electronic energy does entry 1 give? -664.18896 hartree